# 1
# C12H34Br2N10O20

A 11-piece molecular cluster, C12H34Br2N10O20 overall at a distorted geometry (wB97M-V/def2-TZVPD, the Open Molecules 2025 dataset).

Geometry as ORCA input:
```
! wB97M-V def2-TZVPD RIJCOSX def2/J DEFGRID3
* xyz -1 2
Br 1.76612 1.11516 -0.73736
C 1.16357 -0.58426 0.22846
C -0.42666 -0.47987 0.29310
Br -1.17279 -0.31108 -1.52347
H 1.50704 -0.46799 1.25638
H 1.71950 -1.41574 -0.20476
H -0.61402 0.39442 0.91648
H -0.87583 -1.36927 0.73504
C 2.62486 3.55605 1.97446
N 1.13424 3.67454 2.29513
O 0.47948 2.67919 2.04597
O 0.73639 4.78582 2.71975
H 2.84256 2.49162 1.88678
H 3.30951 3.90872 2.74580
H 2.86562 4.02486 1.02033
C -0.61079 -2.45018 -4.01103
N 0.45576 -3.41045 -3.48950
O 0.57266 -4.47392 -4.08158
O 1.19958 -3.03872 -2.58710
H -0.83441 -2.77905 -5.02589
H -0.22160 -1.44308 -3.86147
H -1.47146 -2.65575 -3.37457
C 0.73664 0.64772 4.45728
N 0.49178 1.50514 5.65067
O 0.27411 0.94116 6.72877
O 0.77830 2.65849 5.48537
H 1.56064 1.08609 3.89430
H -0.12540 0.79171 3.80594
H 0.90565 -0.37443 4.79601
C 4.82213 1.57724 -2.81721
N 5.26590 1.14912 -4.16994
O 4.73750 1.74752 -5.09413
O 5.93487 0.14067 -4.21349
H 4.27828 0.77530 -2.31800
H 4.13678 2.42447 -2.84188
H 5.63877 1.90715 -2.17506
C 4.07200 -2.92989 1.93718
N 4.79428 -2.23050 3.02509
O 5.96931 -2.44580 3.08738
O 4.04880 -1.47915 3.68740
H 4.60003 -3.83393 1.63386
H 3.73594 -2.31982 1.09875
H 3.18084 -3.31568 2.43225
C -4.69090 -0.86492 0.86047
N -4.10745 -1.12361 2.23874
O -4.79928 -1.59650 3.12658
O -2.90245 -1.14762 2.23121
H -3.82098 -0.44164 0.35830
H -5.55425 -0.20603 0.95315
H -4.87897 -1.86025 0.45792
C -2.24090 -4.13616 3.23551
N -0.91990 -3.70568 2.68734
O -0.13404 -3.22869 3.51750
O -0.63544 -3.86170 1.46309
H -2.81372 -3.30609 3.64900
H -1.93226 -4.92483 3.92169
H -2.82963 -4.43289 2.36749
C -4.04652 -0.24324 -3.60043
N -4.41128 -1.65566 -3.21099
O -4.93750 -1.88788 -2.04524
O -4.11008 -2.57360 -3.96652
H -2.98616 -0.14809 -3.83427
H -4.25292 0.35925 -2.71583
H -4.77776 0.03737 -4.35849
C 0.55838 1.92326 -4.05502
N 0.83885 3.14777 -4.86183
O -0.06268 3.96013 -4.98588
O 1.94982 3.28787 -5.34837
H -0.38859 2.11557 -3.55066
H 1.31651 1.88497 -3.27280
H 0.55600 1.02370 -4.67055
C -2.50037 3.91730 0.75477
N -2.97392 2.54809 1.02330
O -2.67504 2.11817 2.12894
O -3.53643 1.88157 0.12082
H -1.94584 4.03368 -0.17639
H -1.99710 4.33843 1.62509
H -3.34385 4.59461 0.62101
*
```

Properties
Expectation value of S² ... 0.75
Frontier orbital gap (alpha / beta) ... 2.5585 / 5.7654 eV
Molar mass ... 798.26 g/mol
E ... -7677.02402 hartree
HOMO (alpha / beta) ... -1.42 / -4.63 eV

# 2
# H2O4P2

An isolated ion of composition H2O4P2 and charge -2 at a distorted geometry (wB97M-V/def2-TZVPD, the Open Molecules 2025 dataset).

Geometry as ORCA input:
```
! wB97M-V def2-TZVPD RIJCOSX def2/J DEFGRID3
* xyz -2 1
O 1.62490 -1.15635 0.78304
O -2.52753 -0.33289 -0.84912
O 2.00035 0.91079 -0.64606
O -1.07516 1.81583 0.64157
P 1.12659 -0.23523 -0.27660
P -0.94526 0.38525 0.30607
H 0.80775 -0.97885 -1.43838
H -1.01165 -0.40856 1.47948
*
```

Properties
Frontier orbital gap ... 7.2502 eV
SMILES string ... O=[P@H]([O-])[P@H](=O)[O-]
Molar mass ... 127.96 g/mol
E ... -984.86291 hartree
HOMO ... 0.03 eV
Energy above the lowest of the compared OMol25 structures with the same formula, charge and spin ... 57.9 kcal per mole

# 3
# C21H28ClF3N2O2Pr

C21H28ClF3N2O2Pr as an isolated structure at a distorted geometry (wB97M-V/def2-TZVPD, the Open Molecules 2025 dataset).

Geometry as ORCA input:
```
! wB97M-V def2-TZVPD RIJCOSX def2/J DEFGRID3
* xyz -1 3
Pr -1.06818 0.02458 0.61018
Cl -2.17551 0.69941 3.13359
N -0.04633 2.42963 0.30145
N -0.36943 -2.49453 0.64301
C -0.99859 3.10515 -0.30474
C -1.02741 -3.17507 -0.23953
C 0.94927 3.39859 0.79488
C 0.21097 4.73377 0.65773
C 2.18602 3.36419 -0.10341
C 1.33720 3.10633 2.23553
H 1.91594 3.61493 -1.13971
H 2.64279 2.36323 -0.08476
H 2.92225 4.10083 0.24596
H 0.43452 3.08293 2.87962
H 2.01195 3.90789 2.59268
H 1.86318 2.13387 2.31747
C 0.55042 -3.42253 1.34856
C 0.30675 -4.75160 0.63259
C 0.18525 -3.51224 2.82711
C 1.99857 -2.96983 1.18766
H 2.22656 -2.81941 0.11926
H 2.67318 -3.74225 1.58609
H 2.17455 -2.03049 1.72813
H -0.88077 -3.76108 2.92869
H 0.38088 -2.55872 3.34032
H 0.78016 -4.30328 3.30296
O -0.75032 -4.46517 -0.34123
H -0.05948 -5.55292 1.28992
H 1.17333 -5.11428 0.06421
O -0.94666 4.42113 -0.19738
H 0.77194 5.53755 0.15724
H -0.18187 5.10612 1.61912
C -2.09257 2.43909 -1.12295
C -2.06667 -2.58453 -1.18985
C -1.55824 -1.23531 -1.80991
H -2.93106 -2.30638 -0.59971
H -2.32825 -3.33996 -1.94562
C -1.84221 -0.07588 -1.31804
C -1.60201 1.10497 -1.77777
H -2.87957 -0.06900 2.23427
C -0.79223 1.21144 -3.00790
C -0.37626 -0.03129 -3.61127
C -0.45263 2.54428 -3.63904
C -0.73811 -1.28623 -3.01968
H 0.15720 -0.00810 -4.45486
C -0.33770 -2.61006 -3.65865
H 0.13845 -2.39090 -4.58645
H -1.22275 -3.22005 -3.79925
H 0.32681 -3.13421 -2.99000
H -1.33193 3.18235 -3.65074
H -0.10145 2.35321 -4.63107
H 0.31111 3.03061 -3.05257
H -2.45883 3.17114 -1.86689
H -2.90542 2.16497 -0.45850
F 1.18318 -0.05232 3.21841
C 1.55835 0.57399 4.46137
F 0.52217 0.27351 5.28985
F 2.62947 -0.16205 4.85361
*
```

Properties
Expectation value of S² ... 2.46
Frontier orbital gap (alpha / beta) ... 3.9134 / 3.3609 eV
Molar mass ... 573.82 g/mol
E ... -2353.63909 hartree
HOMO (alpha / beta) ... -1.47 / -0.91 eV

# 4
# C21H15AsCaO4

C21H15AsCaO4 as an isolated structure at a distorted geometry (wB97M-V/def2-TZVPD, the Open Molecules 2025 dataset).

Geometry as ORCA input:
```
! wB97M-V def2-TZVPD RIJCOSX def2/J DEFGRID3
* xyz 2 1
O 0.12625 4.04498 -5.17092
C 0.20416 2.89963 -5.11731
Ca 0.59605 -0.92716 -2.75271
C 2.42589 -1.56062 -4.53174
C -1.44210 -1.42991 -4.42448
O 3.27387 -1.79391 -5.26770
O -2.35087 -1.54184 -5.07690
O -0.81724 0.16728 -1.51642
As -0.35625 0.10137 0.15897
C -1.93814 -0.09486 1.27178
C -2.11876 -1.25363 2.05318
C -3.31177 -1.40326 2.76554
C -4.32284 -0.43793 2.69465
C -4.16182 0.67398 1.85165
C -2.97562 0.85131 1.11930
C 0.81102 -1.48081 0.31911
C 0.87045 -2.45494 -0.70541
C 1.84129 -3.46569 -0.60845
C 2.55758 -3.65275 0.58378
C 2.34948 -2.78548 1.65507
C 1.49243 -1.68815 1.53142
C 0.63129 1.73002 0.44341
C 1.97942 1.71585 0.77208
C 2.67247 2.92034 0.90458
C 2.02248 4.14317 0.67697
C 0.68169 4.14395 0.29365
C -0.02728 2.94159 0.15419
H -1.42107 -2.08733 2.03720
H -3.49727 -2.32202 3.31159
H -5.28735 -0.61465 3.16718
H -4.99651 1.36859 1.69350
H -2.91858 1.62843 0.34908
H 0.00496 -2.55206 -1.41804
H 2.01943 -4.12984 -1.45728
H 3.25878 -4.47219 0.67476
H 2.88709 -2.94919 2.58306
H 1.33251 -1.01933 2.36904
H 2.50172 0.77436 0.89104
H 3.72153 2.91231 1.14420
H 2.56536 5.08238 0.74311
H 0.16576 5.08309 0.05070
H -1.04948 2.93493 -0.21642
*
```

Properties
Frontier orbital gap ... 7.7100 eV
Molar mass ... 446.35 g/mol
E ... -4023.03910 hartree
HOMO ... -14.77 eV
Energy above the lowest of the compared OMol25 structures with the same formula, charge and spin ... 0.0 kcal per mole

# 5
# C31H49Cl2N2O18

A 6-piece molecular cluster, C31H49Cl2N2O18 overall at a distorted geometry (wB97M-V/def2-TZVPD, the Open Molecules 2025 dataset).

Geometry as ORCA input:
```
! wB97M-V def2-TZVPD RIJCOSX def2/J DEFGRID3
* xyz -1 1
C -0.36131 3.30896 2.23126
C -1.51641 3.48032 1.11928
O -2.43643 4.30969 1.42025
N -1.56058 2.74362 -0.15114
C -2.37722 1.46624 -0.02139
C -1.97766 0.58892 1.25598
C -2.62376 -0.89131 1.26794
C -1.65877 -2.03247 0.68268
C -1.21255 -3.14227 1.74779
Cl -2.78375 -3.82817 2.49326
N -0.50668 -4.31302 1.17662
C 0.97177 -4.17931 1.21124
C 1.55105 -2.93099 0.35883
C 3.15138 -3.21198 0.23297
Cl 0.89698 -3.11024 -1.37888
C -0.45334 -2.40033 2.95271
O 0.01438 -1.20823 2.91285
O -0.23201 -3.11803 4.13416
H 0.32291 2.40496 2.01323
H -0.81186 3.09503 3.27228
H 0.25342 4.27506 2.36852
H -2.07732 3.37743 -0.79499
H -3.50409 1.69534 -0.10346
H -2.12250 0.86459 -0.97574
H -2.42918 1.13218 2.17386
H -0.84249 0.59842 1.34237
H -3.56203 -0.86418 0.59295
H -2.99973 -1.07072 2.32716
H -2.17048 -2.56437 -0.20290
H -0.76177 -1.48192 0.20494
H -0.78010 -5.19220 1.65924
H 1.42189 -4.23150 2.27777
H 1.39247 -5.11707 0.67785
H 1.31896 -1.92001 0.82768
H 3.64056 -2.91145 1.21989
H 3.29356 -4.34582 0.05757
H 3.57659 -2.69219 -0.68667
C -5.44784 -1.42145 -4.98156
C -4.73827 -1.50361 -3.64842
C -3.86667 -0.31646 -3.35948
O -2.86443 -0.86770 -2.51678
C -2.76983 -2.19084 -2.82881
O -1.89707 -2.91165 -2.44793
O -3.80193 -2.57926 -3.63395
H -4.73551 -1.45961 -5.81098
H -6.11730 -2.27682 -5.10745
H -6.03636 -0.50431 -5.05687
H -5.46265 -1.67319 -2.84414
H -4.40836 0.47939 -2.84403
H -3.38490 0.09933 -4.25072
C 3.60667 1.81120 -0.48491
C 5.01272 1.40333 -0.86874
C 5.25444 1.40072 -2.34868
O 6.26623 0.40975 -2.49240
C 6.12264 -0.45261 -1.44654
O 6.68048 -1.50880 -1.35882
O 5.25977 0.04321 -0.51577
H 2.87506 1.07484 -0.82979
H 3.51136 1.85822 0.60322
H 3.35020 2.78913 -0.89790
H 5.74324 2.02769 -0.34558
H 5.60602 2.36710 -2.71186
H 4.38092 1.09633 -2.93414
C -5.39168 5.52279 -4.67546
C -6.36660 4.49221 -4.14807
C -5.86134 3.74276 -2.94961
O -6.53196 2.49283 -3.06465
C -6.79485 2.30765 -4.38736
O -7.17521 1.27645 -4.86344
O -6.56481 3.44745 -5.09834
H -4.49182 5.04576 -5.07340
H -5.84121 6.07860 -5.50263
H -5.10384 6.23278 -3.89681
H -7.33769 4.95823 -3.94784
H -6.12241 4.23582 -2.01186
H -4.78167 3.56353 -2.96890
C 9.77468 4.69254 0.90307
C 8.92436 4.86439 -0.33716
C 8.39545 6.25766 -0.51741
O 7.18779 6.03718 -1.23666
C 6.76370 4.78359 -0.91650
O 5.68460 4.34288 -1.18828
O 7.72806 4.09586 -0.24267
H 9.17853 4.82406 1.81024
H 10.18284 3.67929 0.94297
H 10.60561 5.40167 0.91682
H 9.47526 4.52841 -1.22250
H 9.07649 6.88836 -1.09130
H 8.15446 6.75927 0.42511
C -0.76442 -6.19522 7.44503
C -1.53484 -5.98663 6.15936
C -2.69132 -6.92941 5.98987
O -2.79854 -7.03123 4.57651
C -1.55755 -6.78199 4.07172
O -1.23865 -6.97217 2.93246
O -0.72681 -6.29244 5.02995
H -0.26282 -7.16750 7.45042
H 0.01960 -5.43958 7.54062
H -1.41978 -6.12749 8.31697
H -1.85430 -4.94212 6.07554
H -3.61424 -6.53516 6.41919
H -2.50562 -7.92796 6.40002
*
```

Properties
Frontier orbital gap ... 5.8146 eV
Molar mass ... 808.64 g/mol
E ... -3594.90984 hartree
HOMO ... -4.20 eV

# 6
# C10H24InO12P2

C10H24InO12P2 as an isolated structure at a distorted geometry (wB97M-V/def2-TZVPD, the Open Molecules 2025 dataset).

Geometry as ORCA input:
```
! wB97M-V def2-TZVPD RIJCOSX def2/J DEFGRID3
* xyz 1 1
In 14.29668 15.68155 1.54004
C 13.19263 20.39756 1.71318
C 13.74204 18.97254 1.73845
O 13.84679 18.38071 0.64886
O 13.88458 18.39735 2.84495
H 13.43063 20.81507 2.69312
H 12.10923 20.46933 1.66609
H 13.75777 21.00932 1.01432
C 19.02104 15.00052 0.75277
C 17.56469 15.16254 1.19502
O 16.85605 14.14963 1.35151
O 17.11395 16.31808 1.37548
H 19.13988 14.76354 -0.30315
H 19.37999 14.18406 1.37707
H 19.65238 15.87554 0.89019
C 12.86897 11.12509 4.03999
O 14.13216 11.39011 4.60595
P 15.25283 12.10710 3.78877
O 14.91061 13.40525 3.15344
O 16.34612 12.31112 4.95769
C 17.71247 12.51246 4.53431
O 15.86540 10.92161 2.89551
C 16.20066 9.63802 3.43439
H 12.40044 11.94362 3.48089
H 12.13826 10.98211 4.83380
H 12.86522 10.33491 3.28797
H 17.99667 13.47352 4.95504
H 17.90149 12.39489 3.46811
H 18.25437 11.69588 5.01378
H 15.37786 8.97610 3.17411
H 16.32104 9.69027 4.51802
H 17.17180 9.32751 3.05530
C 9.48709 13.76511 4.41678
O 9.79714 15.16493 4.22022
P 11.28418 15.59658 4.62367
O 12.37208 15.29237 3.66396
O 11.24612 17.15542 4.91593
C 10.67164 18.10123 4.02173
O 11.55310 14.89543 6.04019
C 12.78186 14.25784 6.39751
H 9.71903 13.17601 3.52848
H 8.41665 13.59634 4.52912
H 9.94676 13.32362 5.29764
H 11.27257 18.99772 4.15627
H 9.59400 18.18065 4.14779
H 10.86006 17.79200 2.98880
H 13.34616 15.04992 6.88860
H 13.27274 13.92947 5.48095
H 12.57741 13.41253 7.05006
*
```

Properties
Frontier orbital gap ... 4.7650 eV
Molar mass ... 513.06 g/mol
E ... -2170.95622 hartree
HOMO ... -12.97 eV